1.
This record from the OMol25 dataset describes a 16-piece molecular cluster, H33O16 overall at a distorted geometry. The level of theory is ωB97M-V/def2-TZVPD.

Summary:
LUMO   -0.08487 Eh
Frontier orbital gap   0.3650 Ha
E_HOMO   -12.24 eV
Energy above the lowest of the compared OMol25 structures with the same formula, charge and spin   103.61 kcal per mole
Net charge   +1

Atoms and positions in Å:
1 O -0.2894 -1.3476 2.2478
2 H -0.6892 -0.6936 2.7803
3 H 0.4444 -1.8759 2.5083
4 O 1.9978 0.9761 -4.6456
5 H 1.3495 0.9179 1.8396
6 H 1.8194 1.7583 -5.2258
7 O 0.4957 1.0915 2.2098
8 H 0.4664 1.2208 3.1546
9 H -1.4529 -2.9236 -3.3184
10 O 2.1626 -3.9007 -1.2959
11 H 2.2317 -3.2523 -2.0168
12 H -4.6873 2.2389 2.7234
13 O 2.4433 0.1730 3.0223
14 H -0.9127 -0.7082 -0.1786
15 H 1.9584 -0.6393 3.0766
16 O 0.4745 3.4597 1.4455
17 H 0.5648 3.0758 2.2926
18 H -2.0039 1.1695 -3.8926
19 O 4.9347 -1.8746 1.2103
20 H 5.7800 -2.0940 0.7636
21 H 5.0175 -1.6752 2.1297
22 O -0.4906 -4.3839 -1.9099
23 H 3.1247 -3.6556 -1.1384
24 H 0.4022 -4.6903 -2.1530
25 O -2.2323 -2.5753 -2.8950
26 H 3.0451 0.0733 3.7632
27 O -1.8967 0.9572 -2.9630
28 H 0.1964 0.3007 -0.9460
29 H -2.0577 1.8342 -2.6083
30 O -0.3283 0.1281 -0.1241
31 H -1.1973 0.7722 0.0258
32 H 1.5956 0.5380 -2.8142
33 O -2.0004 -1.9234 -0.2398
34 H -0.4072 3.8581 1.4883
35 H 0.1237 1.1868 -3.0509
36 O -3.7620 2.0657 2.4132
37 H -3.2591 1.5482 3.0250
38 H -1.7207 -2.5555 0.4224
39 O 0.8299 0.9362 -2.3204
40 H -2.0373 -2.4504 -1.1014
41 H -2.9310 -3.0867 -3.2585
42 O -1.9196 2.0214 0.3269
43 H -2.6847 1.8496 0.9443
44 H -1.1020 2.4595 0.5748
45 O -0.9059 4.3561 3.1096
46 H -0.5095 5.2278 3.2565
47 H 2.4040 0.3902 -5.2895
48 H -0.7454 -4.7272 -1.0567
49 H -1.6392 4.4485 3.6885

Forces on the atoms, in the same order (eV/Å):
-1.0449 -1.8119 -2.5094
0.4625 0.6837 1.3019
0.3429 -0.0834 1.1585
-0.0206 0.9876 -1.5974
0.5684 0.1213 0.4583
0.1344 -0.6660 1.0351
-3.1910 0.7722 -0.3011
1.1275 -0.1298 0.0620
0.5428 -0.2981 0.1004
2.9191 1.6156 -0.6035
-1.6584 -0.0694 -0.5116
1.4741 -0.5620 -0.1710
1.8066 -0.4136 1.0846
0.8628 -0.4564 -0.3424
-0.6291 -0.6058 -0.2624
-0.0966 1.1513 -2.9313
0.1439 -0.7187 0.9440
-0.1860 -0.5393 -0.5482
-0.1256 -0.4666 -1.8654
-0.6463 0.3682 1.1610
0.7769 0.0743 0.6395
0.2589 0.1292 -1.0203
-1.0613 -1.4646 1.1830
-0.5572 -0.0635 0.8312
0.2661 1.0444 0.3654
0.5342 0.2952 0.0719
0.1724 0.5220 -0.3602
-0.2710 0.3853 -0.8365
-0.1503 0.2034 0.8077
-2.3680 -0.5406 0.6551
1.6874 0.6092 -0.3260
-1.2224 0.8957 0.4943
0.0642 -0.6285 -1.1392
0.6884 0.2468 0.1085
2.0035 -1.1199 2.3308
-1.2820 0.8676 -0.6927
-0.1407 -0.4271 0.9340
0.1297 -0.0393 0.4488
-0.8274 0.0304 -1.9797
-0.0128 1.0598 0.7269
-1.1202 -0.6483 -0.4156
-1.4186 -1.6041 -1.2350
1.3419 1.0905 -0.0708
0.1592 0.3820 1.3138
-0.0081 1.1356 0.8441
0.4968 -0.1992 -0.4238
0.1746 -0.4019 0.0502
0.4032 -0.3766 0.2089
-1.5040 -0.3368 0.8239

Mulliken population analysis, charges in e, atoms 1 to 8: -0.484 0.234 0.227 -0.570 0.334 0.282 -0.614 0.309

2.
This record from the OMol25 dataset describes a 16-piece molecular cluster, H33O16 overall at a distorted geometry. The level of theory is ωB97M-V/def2-TZVPD.

Summary:
LUMO   -0.09979 Eh
Frontier orbital gap   0.3914 Ha
E_HOMO   -13.37 eV
Energy above the lowest of the compared OMol25 structures with the same formula, charge and spin   118.60 kcal per mole
Net charge   +1

Atoms and positions in Å:
1 O 2.7848 1.4446 -1.2506
2 H 2.2070 0.5826 -1.2345
3 H 0.8358 -3.8349 2.3193
4 O 2.7048 2.3100 4.4293
5 H -0.1042 -0.3340 -0.9840
6 H 3.1818 -1.0452 2.4324
7 O -0.2467 0.0881 -0.0754
8 H -1.0416 1.8540 -0.0070
9 H 0.3303 -2.1459 -2.6673
10 O 2.2975 2.3037 1.5361
11 H 2.7686 2.4064 2.3404
12 H -3.7311 -3.3640 -0.2009
13 O -1.5831 4.7707 0.8182
14 H 3.1239 1.4610 4.4868
15 H -1.8134 5.0601 1.8117
16 O 0.1716 0.6089 4.5243
17 H -0.7151 0.7849 4.8361
18 H 1.2433 -2.4595 -1.5847
19 O -2.1764 1.7287 -1.0611
20 H -1.7164 -3.2033 -3.5146
21 H -1.8513 1.0856 -1.8908
22 O -1.3576 -4.8615 -2.2239
23 H 2.0086 -2.9852 2.4511
24 H -2.3194 -4.8893 -2.0059
25 O 0.8148 -1.7502 -1.9509
26 H 2.7593 1.8225 -0.3516
27 O 3.7845 -1.4473 3.1901
28 H 0.8599 2.6324 -2.5605
29 H 4.3982 -1.7819 2.5240
30 O 0.1467 2.0133 -2.4999
31 H -0.0615 1.5855 -3.3657
32 H -1.8430 0.6207 -5.1850
33 O -0.5403 1.9877 0.9017
34 H 2.5130 3.0206 0.9489
35 H -2.1910 1.9070 -4.8077
36 O -3.7702 -4.3181 -0.3114
37 H -4.0860 -4.7548 0.3951
38 H -0.7876 2.9157 1.0409
39 O -1.6585 1.1767 -4.4532
40 H 0.3692 2.1612 0.4056
41 H 0.5741 0.1797 5.3368
42 O 1.6505 -3.5979 1.8235
43 H -2.2551 5.2020 0.2001
44 H 0.3255 -0.5638 0.5622
45 O -1.7198 -2.3815 -3.9239
46 H -0.7394 -4.8304 -1.4730
47 H 1.8374 2.2250 4.9177
48 H -2.6649 1.0788 -0.5392
49 H -2.7174 -2.4696 -4.1094

Forces on the atoms, in the same order (eV/Å):
-1.5169 -1.8783 0.2569
1.5608 2.6056 0.0910
0.5498 -0.2072 -0.7794
-1.4544 0.7292 0.5192
0.0433 0.3226 1.6457
1.1482 -0.6276 2.7190
2.7259 -4.7218 -0.0041
-0.9293 -0.7256 0.0891
-0.6196 0.0307 -0.7911
-1.3000 -0.7161 -1.7953
0.6431 0.4063 1.6866
-0.2446 -0.3185 0.4945
-1.5827 1.2046 2.2506
0.2967 -0.7684 0.2428
0.5115 -0.6782 -3.6132
1.0115 -0.7893 1.6548
-0.5031 0.1521 -0.0561
1.9069 -2.6555 1.7271
1.0997 -2.7603 -2.8078
1.3714 -3.0144 1.7346
-0.9890 2.9042 2.9326
-0.3117 0.2524 -0.6889
1.0224 0.6675 0.5511
1.4081 -0.0835 0.8587
-1.3472 2.6899 -1.0596
0.0706 -0.9822 -0.4657
-2.1326 1.2491 -3.4099
0.7804 0.1527 -0.5299
0.8789 -0.5197 0.6116
-1.1632 -1.0620 -0.2262
0.4853 0.8895 0.6741
0.3328 -1.9611 -0.9220
2.1969 2.8562 -2.1767
0.4762 0.8118 0.1979
0.3057 0.6172 0.8864
2.0766 2.1861 -4.6086
-1.7879 -1.8802 4.0125
-0.5607 1.0947 0.7964
-0.6236 1.2231 0.1398
-1.4261 -1.1834 1.9134
-0.5396 0.5784 -1.4897
-1.5216 -0.4072 0.2734
1.2528 -0.8272 1.5134
-2.1980 2.2995 -2.3912
-3.1898 1.8033 -1.4617
-1.2321 -0.1134 -0.0828
1.3776 -0.0381 -1.0175
-0.3405 0.0256 0.0734
1.9813 1.1670 -0.1691

Mulliken population analysis, charges in e, atoms 1 to 8: -0.602 0.315 0.332 -0.660 0.374 0.269 -0.565 0.473

3.
This record from the OMol25 dataset describes a 17-piece molecular cluster, H33O17 overall at a distorted geometry. The level of theory is ωB97M-V/def2-TZVPD.

Summary:
LUMO   0.08536 Eh
Frontier orbital gap   0.3388 Ha
E_HOMO   -6.90 eV
Energy above the lowest of the compared OMol25 structures with the same formula, charge and spin   85.27 kcal per mole
Net charge   -1

Atoms and positions in Å:
1 O -4.4704 -2.5300 1.7093
2 H -4.7414 -1.5800 1.2788
3 H -3.8994 -2.9177 1.0649
4 O -0.5884 -1.8834 -4.2887
5 H -0.6260 -2.0755 -3.3770
6 H 0.1412 -1.3007 -4.1742
7 O 2.5035 -2.1194 -1.2532
8 H 2.1444 -0.7600 -1.8464
9 H 3.0026 -3.0114 -1.5861
10 O 2.1684 3.1689 3.2753
11 H 2.8212 3.9842 3.0477
12 H 2.6276 2.2535 3.0904
13 O 0.2404 1.7165 -0.6574
14 H 1.1717 1.6123 -1.1081
15 O -3.0368 5.0477 -2.3618
16 H -2.3946 5.1372 -1.6949
17 H -3.8563 4.8709 -1.8882
18 O 0.7310 -3.5744 -0.2315
19 H 1.7830 -2.7851 -0.7384
20 H 0.7258 -4.4749 0.0262
21 O -0.6275 -1.4567 -0.8305
22 H 0.2505 -0.9378 -0.8798
23 H -0.2928 1.6077 -1.5233
24 O 0.0942 3.7550 -2.6660
25 H -0.1089 3.5864 -1.6702
26 H -0.3935 3.1899 -3.2353
27 O 3.2652 -1.6782 1.5844
28 H 2.4769 -2.2101 1.8353
29 H 3.2116 -1.9087 0.6690
30 O 0.9364 1.9823 5.2509
31 H 1.3614 2.5017 4.5295
32 H 1.5778 1.5146 5.8635
33 O -0.6828 3.8841 0.6674
34 H -0.9542 2.9218 0.5420
35 H 0.1629 3.7143 1.1373
36 O 3.4884 0.6906 3.2427
37 H 4.1850 0.4555 2.6119
38 H 2.8342 -0.0400 3.1983
39 O 0.1611 -2.0518 1.7961
40 H -0.3402 -1.6223 1.0377
41 H 0.6392 -2.8160 1.4129
42 O 1.8052 0.1272 -2.2060
43 H 2.2423 0.2144 -2.9958
44 H -0.3699 -2.2964 -0.7762
45 O -2.3131 -3.5281 -2.0535
46 H -2.5152 -3.2732 -1.1399
47 H -1.2900 -3.6346 -1.9937
48 O -5.2836 -0.4223 -0.3207
49 H -5.5866 -1.0305 -0.9117
50 H -4.3813 -0.0175 -0.4632

Forces on the atoms, in the same order (eV/Å):
-1.6992 3.7164 -0.6979
0.9437 -3.4619 1.3144
0.6576 -0.3049 -0.6337
-0.1202 -0.0739 -1.1700
-1.1579 -0.9691 2.0459
1.2383 1.2093 -0.7789
1.6476 -4.9653 -0.1145
-0.2658 0.6687 -0.2914
-1.3287 3.6278 0.6490
2.8799 1.3289 -1.6471
-2.2025 -3.4233 0.8370
-0.3293 2.1113 0.2368
1.0649 -0.5993 -3.4633
-2.2065 -0.0595 1.3920
-1.5128 -0.2023 -1.2399
1.4982 0.1418 1.3126
0.0538 0.0123 -0.0600
0.4285 0.9421 -0.6983
-0.4508 0.4155 -0.1515
0.2140 -1.2688 0.1216
-0.0541 7.5643 -0.8619
-2.2082 -0.9722 0.0603
1.0117 -0.0577 2.2198
0.6568 1.0035 2.8319
0.3184 0.1097 -2.5605
-0.9258 -0.8036 -0.2847
-0.8016 -0.8873 1.1764
0.4147 0.8244 0.5479
0.4345 0.3010 -1.7558
0.3237 -0.9344 1.2881
0.2885 -0.3713 0.9673
-0.8836 1.2307 -1.6939
0.0547 -1.8579 0.3658
0.4548 1.7829 0.0328
-0.5731 0.4187 -0.3269
-0.3375 -0.1594 0.1002
-0.5061 -0.2138 0.0989
0.6438 0.4889 -0.3007
-0.4092 0.8341 0.1538
1.0672 -1.0173 1.1551
-0.9507 0.4697 -0.6614
-1.1868 -0.8411 2.7973
1.6157 0.5360 -3.0083
2.0548 -6.0378 0.6266
2.5300 -0.3712 0.4981
0.0530 0.0139 -0.3434
-2.5692 0.0850 -0.1302
2.2222 3.7219 3.5100
-0.4080 -2.4290 -2.9508
-1.6831 -1.2766 -0.5145

Mulliken population analysis, charges in e, atoms 1 to 8: -0.669 0.381 0.305 -0.632 0.353 0.318 -0.896 0.376

4.
This record from the OMol25 dataset describes a 17-piece molecular cluster, H34O17 overall at a distorted geometry. The level of theory is ωB97M-V/def2-TZVPD.

Summary:
LUMO (alpha / beta)   -0.12018 / -0.39837 Eh
Frontier orbital gap (alpha / beta)   0.3680 / 0.0872 Ha
E_HOMO (alpha / beta)   -13.29 / -13.21 eV
2S+1   2
Energy above the lowest of the compared OMol25 structures with the same formula, charge and spin   20.85 kcal per mole
Expectation value of S²   0.76
Net charge   +1

Atoms and positions in Å:
1 O -0.1371 -3.4030 1.2949
2 H -0.0897 -3.6671 2.2170
3 H 0.7167 -3.2962 0.8734
4 O -3.0995 -2.5665 -2.4342
5 H -3.2330 -2.3845 -3.3719
6 H -2.2133 -2.7096 -2.1178
7 O 4.3533 0.4618 0.4798
8 H 3.9464 1.3350 0.6689
9 H 5.0761 0.8864 -0.0078
10 O 4.3481 3.4410 0.7583
11 H 3.7846 3.3898 1.5235
12 H 3.7284 3.5641 0.0198
13 O 1.6892 3.9907 -0.0034
14 H 1.0616 3.5595 -0.5628
15 H 1.4924 3.8366 0.9233
16 O 0.5128 -1.7571 -1.2544
17 H 1.0732 -0.9208 -1.1641
18 H 0.4863 -1.9096 -0.2935
19 O -2.1870 -0.0084 1.3873
20 H -3.1156 0.2571 1.5275
21 H -1.9557 0.0816 0.4437
22 O -4.1968 -3.1253 2.0723
23 H -4.6299 -2.2594 2.0104
24 H -3.2333 -3.0340 2.1718
25 O -4.7733 1.2244 1.9996
26 H -4.9873 1.5779 2.8658
27 H -5.4144 1.5534 1.3535
28 O 2.7914 1.1083 3.9655
29 H 2.4821 0.5465 3.2408
30 H 2.1896 0.8610 4.6821
31 O -5.3652 -1.2259 0.3114
32 H -4.8928 -0.5523 -0.2052
33 H -5.2499 -1.9509 -0.3371
34 O 1.3559 2.9152 -2.9294
35 H 0.5852 2.3665 -3.1710
36 H 1.5425 3.1306 -3.8555
37 O -2.4518 3.1744 1.3449
38 H -3.4020 3.1268 1.3784
39 H -2.2603 2.3662 1.8426
40 O 3.2397 -4.8725 -1.2355
41 H 4.1242 -4.5511 -1.0262
42 H 2.7076 -4.4655 -0.5644
43 O 1.4351 -1.5590 -4.3301
44 H 1.8575 -0.7252 -4.0890
45 H 2.1893 -2.1645 -4.4235
46 O 2.2217 0.2013 -1.4895
47 H 2.1469 1.1642 -1.5547
48 H 3.0466 0.1911 -0.9557
49 O 0.0435 1.2244 0.0349
50 H 0.4974 0.8147 0.7712
51 H 0.1626 0.7580 -0.7852

Forces on the atoms, in the same order (eV/Å):
-1.0328 0.3798 -0.3442
0.7630 -0.0352 -0.1421
0.3299 -0.5231 0.6344
-1.7045 0.2881 0.7268
0.9903 -0.2147 0.2738
0.7112 0.0430 -0.8499
-0.3826 1.3482 -0.6663
-0.1515 -0.4228 0.6058
0.5948 -0.7737 -0.0284
0.2430 -0.5811 -0.7938
-0.2194 0.1980 0.5942
-0.0254 0.3545 0.3014
1.2484 0.5849 0.2988
-0.8473 -0.4824 -0.2381
-0.5311 -0.0984 -0.1598
0.4778 1.2877 1.6081
-0.1915 -1.0644 -1.3154
-0.6805 -0.5354 -0.3222
-0.1005 -0.3618 0.0145
-0.0868 0.2642 -0.1885
-0.0369 0.2038 0.2686
-0.1006 -0.4599 -0.0336
0.1105 0.4583 -0.0959
-0.0434 0.3208 -0.1816
0.3436 -0.1960 -0.5021
-0.2788 0.1380 0.0455
-0.0452 -0.0079 0.4818
-0.5919 -0.3197 -0.1770
0.3474 0.1016 0.0989
0.2735 0.2204 0.0359
0.8161 -0.4793 -0.8417
-0.0870 0.3450 0.4250
-0.3930 -0.2692 0.4061
-0.9548 -0.8060 -1.0367
0.0131 0.0438 0.8904
0.8718 0.6343 0.2615
0.3003 -0.6469 0.2581
-0.7569 0.4523 -0.2008
0.5896 0.1955 -0.0679
0.5537 -0.0770 -0.2932
0.0664 -0.1517 -0.1713
-0.5704 0.2121 0.4158
0.5192 -0.0199 -0.0760
-0.0843 -0.1049 0.0624
-0.4376 0.1335 0.0412
0.9622 0.9484 0.3196
-0.4577 0.1902 -0.5442
-0.0065 -0.7551 0.1294
-1.1624 1.1085 0.4763
0.3260 -0.4217 -0.2983
0.5095 -0.6464 -0.1052

Mulliken population analysis, charges in e, atoms 1 to 8: -0.590 0.315 0.252 -0.635 0.315 0.329 -0.697 0.332

Question: Which value of net charge does entry 1 give?
Answer: +1

Question: Among the records above, which one has the lowest net charge?
Answer: H33O17